[1]
ORCA calculation (the ωB97M-V functional and the def2-TZVPD basis) on an isolated molecule of C3H9N3S.

Results
- Kohn-Sham gap (eV) = 9.5
- HOMO level (hartree) = -0.329
- F_max (eV Å⁻¹) = 4.1
- molar mass (Da) = 119.19
- SMILES = [H]/N=C\N(N)CCS

Cartesian coordinates (Å):
1 H 1.169174 -1.958612 0.026315
2 N 1.695072 -1.580648 -0.790914
3 C 1.408623 -0.347544 -0.686310
4 N 0.535559 0.456921 0.145765
5 N 0.572771 1.920712 -0.118764
6 C -0.363010 -0.142704 1.145270
7 C -1.475471 -0.908432 0.408592
8 S -2.488031 0.012025 -0.771098
9 H 1.906535 0.221516 -1.551006
10 H 1.596780 2.287514 -0.052429
11 H 0.343824 2.080262 -1.093612
12 H 0.183871 -0.763833 1.849332
13 H -0.761801 0.771335 1.632156
14 H -0.942974 -1.661383 -0.169054
15 H -2.177965 -1.352405 1.157538
16 H -1.202955 0.965282 -1.131782

Cartesian forces, eV/Å:
H 0.53 -0.95 -0.53
N -1.56 0.07 2.54
C 0.28 2.54 -2.17
N 2.50 -0.26 -1.95
N 2.07 -0.93 0.99
C -0.64 2.43 -1.12
C 0.00 -0.64 0.81
S 3.18 2.58 -0.55
H -0.90 0.12 1.54
H -2.24 -1.14 0.21
H -0.18 -0.20 -0.11
H 0.02 -0.13 0.05
H 0.05 -0.80 0.20
H -0.41 -0.48 0.17
H 0.64 0.10 -0.68
H -3.36 -2.31 0.60

***

[2]
ORCA calculation (the ωB97M-V functional and the def2-TZVPD basis) on a cluster of 2 separate species, C3H9N2O2S in total.

Results
- charge = +1
- Kohn-Sham gap (spin up / spin down) (eV) = 8.4 / 8.4
- HOMO level (spin up / spin down) (hartree) = -0.532 / -0.532
- F_max (eV Å⁻¹) = 3.5
- molar mass (Da) = 137.18

Cartesian coordinates (Å):
1 C -0.956483 0.040395 0.796402
2 C -1.328747 -1.193792 -1.291522
3 C 2.597369 0.241151 -0.198378
4 N -1.340137 0.367335 1.993665
5 N -1.601806 -0.831039 0.101360
6 O 1.319629 2.511257 0.381996
7 O 0.746246 1.265734 -1.677033
8 S 1.146815 1.297439 -0.336120
9 H -0.948551 -2.214110 -1.435699
10 H -0.510944 -0.564276 -1.612257
11 H -2.128592 -0.817345 -1.884326
12 H 2.651256 -0.345350 -1.107584
13 H 3.456020 0.844349 0.015993
14 H 2.347923 -0.453621 0.700276
15 H -2.074941 -0.074502 2.499199
16 H -1.028833 1.236114 2.444371
17 H -2.346225 -1.309740 0.609659

Cartesian forces, eV/Å:
C 2.04 1.51 -1.32
C 1.42 0.52 0.40
C -1.66 -2.08 2.28
N 0.83 1.70 1.33
N -0.16 -1.19 -0.01
O -0.41 -0.46 0.54
O -0.97 -0.07 -1.55
S 0.17 0.12 1.10
H -0.92 0.13 0.13
H 0.26 0.11 0.06
H -0.92 -0.64 -0.62
H 0.01 0.09 -0.10
H 0.31 0.50 0.07
H 0.73 1.12 -1.48
H -0.77 -0.54 0.15
H 0.18 -0.76 -0.47
H -0.13 -0.06 -0.53

***

[3]
ORCA calculation (the ωB97M-V functional and the def2-TZVPD basis) on a structure of composition C6H12O3.

Results
- Kohn-Sham gap (eV) = 8.2
- HOMO level (hartree) = -0.286
- F_max (eV Å⁻¹) = 2.2
- molar mass (Da) = 132.16

Cartesian coordinates (Å):
1 C -0.354662 -0.139692 1.572605
2 C 0.744031 0.649208 0.510383
3 C -0.593561 1.726717 -1.327305
4 C 0.524280 -2.005070 -1.233271
5 C 0.086464 0.511762 -0.771870
6 C -0.387896 -0.796899 -1.032653
7 O -1.515765 0.532562 1.859542
8 O 0.267164 -0.428707 2.746396
9 O 1.987702 0.000357 0.597436
10 H -1.824497 1.072242 1.121458
11 H 0.114281 0.279048 3.395098
12 H 2.091750 -0.520424 1.403436
13 H -0.706790 -0.982498 0.343410
14 H 0.822244 1.681732 0.873253
15 H -1.193548 -0.815190 -1.769837
16 H 0.091932 2.311671 -1.948704
17 H -1.450995 1.457917 -1.948662
18 H -0.936724 2.401320 -0.533590
19 H 1.217887 -2.103145 -0.402776
20 H -0.078035 -2.913595 -1.293108
21 H 1.094739 -1.919315 -2.161243

Cartesian forces, eV/Å:
C 0.41 -0.37 -2.08
C -0.24 -0.15 0.62
C -0.18 -0.12 -0.04
C -0.24 -0.17 0.63
C -1.10 -0.66 0.43
C 0.89 1.02 -1.38
O 0.14 0.61 0.29
O 0.10 -0.25 -0.04
O 0.23 -0.22 -0.11
H 0.13 -0.26 -0.15
H -0.28 -0.15 -0.09
H -0.39 0.22 0.21
H 0.40 0.28 1.63
H 0.14 0.10 -0.06
H -0.11 0.02 0.09
H -0.02 -0.03 0.06
H 0.06 0.01 0.00
H 0.03 0.08 0.01
H 0.11 -0.08 -0.10
H 0.03 0.00 0.02
H -0.09 0.12 0.08

***

[4]
ORCA calculation (the ωB97M-V functional and the def2-TZVPD basis) on a structure of composition C52H46LaN13O5.

Results
- Kohn-Sham gap (eV) = 6.1
- HOMO level (hartree) = -0.244
- F_max (eV Å⁻¹) = 1.3
- molar mass (Da) = 1071.93

Cartesian coordinates (Å):
1 La 0.106563 0.102736 0.419543
2 O 0.890680 2.535138 4.313303
3 C 0.714515 2.152999 3.155551
4 N 0.277373 0.980481 2.703971
5 C 0.205910 -0.142812 3.521953
6 C 1.015480 -0.376799 4.632357
7 C 0.945004 -1.581421 5.308778
8 C 0.060060 -2.567880 4.908446
9 C -0.769427 -2.353233 3.820055
10 C -0.703438 -1.157577 3.117200
11 N -1.469880 -0.873516 1.973303
12 C -2.784591 -1.089966 1.985544
13 O -3.474472 -1.649499 2.838059
14 C -3.480948 -0.529929 0.763004
15 C -4.805654 -0.906943 0.541698
16 C -5.496501 -0.371695 -0.526607
17 C -4.842270 0.556022 -1.323808
18 C -3.535316 0.891815 -1.012636
19 N -2.847526 0.354214 -0.011851
20 C 1.041852 3.135778 2.042705
21 C 1.356595 4.444351 2.414020
22 C 1.838022 5.325362 1.470249
23 C 2.048073 4.851116 0.182598
24 C 1.679516 3.550269 -0.110420
25 N 1.146608 2.710748 0.776192
26 H 1.703847 0.388639 4.951172
27 H 1.596849 -1.755362 6.152971
28 H 0.014781 -3.507250 5.440462
29 H -1.471911 -3.111614 3.507048
30 H -5.250988 -1.608913 1.228436
31 H -6.521773 -0.649400 -0.728885
32 H -5.336714 1.012212 -2.167361
33 H -3.015218 1.635639 -1.603717
34 H 1.217221 4.719856 3.447467
35 H 2.070106 6.348607 1.725592
36 H 2.494269 5.475038 -0.574919
37 H 1.855293 3.157864 -1.105876
38 N -1.531891 -3.364376 0.424534
39 C -1.767110 -2.982081 -0.823195
40 N -2.434382 -3.835600 -1.604315
41 C -2.646226 -3.440041 -2.851645
42 N -3.295806 -4.291787 -3.662484
43 N -2.235428 -2.270459 -3.360060
44 C -1.580159 -1.484781 -2.512878
45 N -1.315917 -1.773452 -1.243386
46 C -1.154277 -0.181841 -3.060694
47 C -1.384889 0.072904 -4.415545
48 C -1.059063 1.308485 -4.937918
49 C -0.531705 2.265915 -4.082206
50 C -0.329960 1.922188 -2.753798
51 N -0.612043 0.729262 -2.242404
52 H -1.926476 -4.233331 0.744617
53 H -1.111636 -2.711690 1.076524
54 H -3.687600 -5.118796 -3.249750
55 H -3.607486 -3.985551 -4.564102
56 H -1.820907 -0.701964 -5.024046
57 H -1.222048 1.530762 -5.981946
58 H -0.287736 3.257354 -4.433899
59 H 0.058068 2.657027 -2.061448
60 C 5.033579 -4.533199 -1.104565
61 N 4.178115 -3.773941 -0.226213
62 N 3.100424 -3.065902 -0.730566
63 C 2.143387 -2.903837 0.268341
64 O 1.079775 -2.293660 0.111560
65 C 2.659336 -3.613225 1.395715
66 C 3.866890 -4.142365 1.048656
67 C 4.793333 -4.995368 1.835025
68 C 3.207724 -2.267685 -1.877974
69 C 2.064165 -2.006339 -2.625323
70 C 2.149586 -1.184842 -3.733506
71 C 3.361641 -0.631581 -4.106515
72 C 4.497284 -0.890293 -3.357258
73 C 4.427615 -1.707813 -2.245706
74 H 4.835522 -4.248889 -2.135904
75 H 4.848765 -5.606135 -0.997519
76 H 6.083198 -4.331152 -0.882474
77 H 2.168683 -3.658124 2.346124
78 H 4.461227 -5.042771 2.867416
79 H 5.803739 -4.591411 1.801300
80 H 4.822131 -6.008649 1.432945
81 H 1.122700 -2.436815 -2.325678
82 H 1.258011 -0.980457 -4.306675
83 H 3.419819 0.001629 -4.978799
84 H 5.440111 -0.436999 -3.620493
85 H 5.307416 -1.878281 -1.644999
86 C 6.550275 6.196481 -1.139502
87 C 5.919856 5.089965 -1.934336
88 C 5.698127 5.282604 -3.290201
89 C 5.103465 4.298453 -4.058696
90 C 4.732104 3.106511 -3.474006
91 C 4.953832 2.883983 -2.115258
92 N 4.526762 1.665353 -1.586207
93 C 5.176855 0.900992 -0.658755
94 C 6.575487 0.872466 -0.607660
95 C 7.231410 0.057396 0.287551
96 C 6.516570 -0.750244 1.160682
97 C 5.136007 -0.726471 1.132965
98 C 4.452839 0.076243 0.223834
99 C 2.964426 0.072531 0.251113
100 O 2.391874 -0.295606 1.297657
101 O 2.306935 0.425728 -0.781768
102 C 5.537562 3.890279 -1.329032
103 C 5.726956 3.704750 0.145323
104 H 6.812655 7.019797 -1.799825
105 H 7.454179 5.844498 -0.644432
106 H 5.865902 6.573449 -0.377722
107 H 5.996748 6.216347 -3.743196
108 H 4.942097 4.463069 -5.113539
109 H 4.263455 2.328077 -4.056816
110 H 3.564902 1.368098 -1.735629
111 H 7.130160 1.489958 -1.297337
112 H 8.310903 0.045871 0.308429
113 H 7.040096 -1.380006 1.863768
114 H 4.557615 -1.330621 1.816476
115 H 6.701712 3.264041 0.353478
116 H 4.965674 3.048592 0.557906
117 H 5.673883 4.656774 0.662461

Cartesian forces, eV/Å:
La -0.27 -0.07 -0.79
O 0.09 -0.02 -0.07
C -0.30 -0.10 0.07
N 0.03 0.45 0.06
C -0.35 -0.46 0.22
C 0.05 0.01 -0.06
C 0.08 -0.02 0.02
C -0.01 -0.16 -0.01
C 0.13 -0.05 -0.07
C 0.28 0.28 0.45
N -0.38 -0.20 0.23
C -0.08 -0.03 0.16
O 0.06 0.00 -0.12
C -0.51 0.02 0.04
C 0.16 -0.04 0.01
C 0.18 0.09 -0.04
C -0.02 -0.03 0.04
C -0.10 0.15 -0.28
N 0.15 0.02 0.30
C 0.21 0.41 0.10
C -0.15 -0.14 0.01
C -0.01 -0.20 -0.16
C -0.03 0.00 0.05
C 0.13 0.16 -0.26
N -0.12 -0.14 0.36
H 0.01 0.08 0.02
H 0.03 0.01 0.10
H -0.03 -0.07 0.08
H -0.11 -0.01 0.03
H 0.00 -0.05 0.08
H -0.03 -0.04 0.00
H 0.00 0.11 -0.06
H 0.02 0.02 -0.06
H 0.03 -0.05 0.08
H 0.05 0.07 0.06
H 0.03 0.03 -0.17
H -0.03 -0.05 -0.01
N 0.00 -0.04 0.12
C -0.04 -0.21 -0.30
N -0.19 -0.26 -0.05
C 0.34 0.13 0.56
N -0.15 -0.16 -0.14
N 0.05 0.26 -0.31
C -0.43 -1.07 0.52
N 0.23 0.41 -0.15
C 0.04 0.60 -0.51
C 0.06 -0.02 0.20
C 0.14 0.19 0.29
C -0.07 -0.16 -0.06
C 0.09 0.27 -0.08
N -0.13 -0.33 -0.07
H 0.01 0.12 -0.08
H -0.08 -0.17 -0.06
H -0.02 0.01 -0.02
H 0.04 0.06 -0.03
H -0.02 -0.05 0.02
H -0.03 0.00 -0.07
H 0.05 0.05 0.05
H 0.08 0.02 0.02
C 0.16 -0.36 -0.23
N 0.01 0.33 0.36
N -0.39 -0.15 0.33
C 0.21 -0.65 0.10
O -0.13 0.33 -0.13
C 0.10 0.01 -0.07
C -0.26 0.34 -0.10
C -0.02 -0.01 -0.10
C 0.12 0.24 -0.60
C 0.10 -0.20 0.00
C -0.03 -0.02 0.02
C 0.02 0.07 -0.06
C -0.05 -0.05 -0.11
C -0.09 -0.14 0.06
H 0.03 -0.01 0.09
H -0.01 0.05 -0.05
H -0.06 0.03 -0.02
H -0.08 -0.01 0.25
H -0.01 0.00 0.04
H 0.08 0.01 0.04
H 0.02 -0.07 0.01
H -0.07 -0.06 0.04
H -0.07 0.02 -0.09
H 0.02 0.09 -0.10
H 0.12 0.04 -0.05
H 0.09 -0.02 0.09
C -0.02 -0.07 -0.05
C -0.06 0.01 -0.20
C 0.05 0.01 -0.02
C -0.07 0.07 -0.03
C -0.05 0.01 0.02
C 0.21 0.26 -0.23
N -0.51 0.03 0.05
C 0.25 -0.35 0.22
C -0.06 -0.01 -0.08
C -0.01 0.00 -0.01
C 0.04 -0.17 0.14
C 0.00 0.07 -0.12
C 0.13 0.16 0.03
C 0.35 0.12 -0.01
O 0.30 0.03 0.30
O 0.26 0.15 -0.32
C -0.07 -0.13 0.05
C -0.04 0.10 -0.03
H 0.05 0.07 0.04
H 0.05 0.08 0.12
H 0.06 0.04 0.06
H 0.03 0.10 -0.07
H -0.05 -0.01 -0.11
H -0.01 -0.15 -0.07
H 0.05 0.14 -0.03
H 0.09 0.09 -0.09
H 0.13 0.01 -0.02
H 0.03 -0.07 0.09
H -0.10 -0.01 0.06
H 0.04 -0.04 0.16
H -0.01 -0.04 0.10
H -0.03 0.10 0.10

***

[5]
ORCA calculation (the ωB97M-V functional and the def2-TZVPD basis) on a structure of composition C5H3NO.

Results
- Kohn-Sham gap (eV) = 9.8
- HOMO level (hartree) = -0.345
- F_max (eV Å⁻¹) = 5.8
- molar mass (Da) = 93.08

Cartesian coordinates (Å):
1 N -1.810929 -2.592153 0.717731
2 C -1.085278 -1.675606 0.551536
3 C -0.379620 -0.388942 0.255440
4 C 0.866119 -0.771620 0.247260
5 O 1.602548 0.622420 -0.589066
6 C 0.598535 1.462758 -0.616889
7 C -0.566795 0.945129 -0.155707
8 H 1.492756 -1.521108 0.650510
9 H 0.777848 2.477247 -0.962607
10 H -1.495184 1.441874 -0.098210

Cartesian forces, eV/Å:
N 2.53 2.46 -0.44
C -3.57 -0.12 0.42
C -0.32 -3.04 0.84
C 3.34 3.92 -2.74
O -0.30 -2.98 2.45
C -0.48 -0.90 0.46
C -1.21 0.84 -0.49
H 0.73 -0.42 -0.30
H 0.02 -0.27 -0.10
H -0.74 0.51 -0.11

***

Ordered DFT total energy results: -18559.4835, -21157.6383, -12555.1744, -85148.8069, -8767.4635; unit eV.
Ordered relative energy (zero: lowest compared OMol25 entry of this formula, charge and spin) results: 73.7, 73.6, 107.8, 5.8, 58.6; unit kcal/mol.